# 1
{"formula": "C25H21ClN2O2Ti", "method": "the ωB97M-V functional and the def2-TZVPD basis", "symbols": ["C", "C", "C", "H", "C", "C", "H", "H", "H", "H", "Ti", "Cl", "C", "C", "C", "H", "C", "C", "H", "H", "H", "H", "O", "C", "N", "C", "C", "O", "N", "C", "C", "C", "C", "C", "C", "C", "C", "C", "C", "C", "C", "H", "H", "H", "H", "H", "H", "H", "H", "H", "H", "H"], "xyz": [[1.97583, -1.83978, -1.74593], [2.01758, -1.99731, -3.15166], [0.66642, -2.22383, -3.58998], [2.90697, -1.94845, -3.77178], [-0.18058, -2.26311, -2.47536], [0.61096, -2.13901, -1.25462], [0.47279, -2.79756, -0.39728], [2.82897, -1.81400, -1.06956], [0.36524, -2.40711, -4.61102], [-1.22786, -2.56302, -2.45301], [1.21807, 0.04263, -2.96589], [2.97073, 0.90992, -1.74863], [1.23118, 1.85588, -4.17545], [-0.01667, 1.19583, -4.50769], [0.29902, 0.03248, -5.26893], [-1.02930, 1.59340, -4.34981], [1.71475, -0.09366, -5.33281], [2.30777, 0.98928, -4.61192], [3.37505, 1.10837, -4.40956], [1.34999, 2.86683, -3.77145], [-0.43428, -0.59508, -5.78522], [2.27679, -0.83897, -5.90432], [-0.07262, 0.93535, -1.66070], [-0.34362, 0.47336, -0.50785], [-1.01068, 1.12308, 0.48790], [-0.92442, 0.33474, 1.69598], [-0.65285, -1.04761, 1.06844], [-0.99601, -2.17017, 1.44811], [-0.03936, -0.78554, -0.13554], [0.33062, 0.70181, 2.48947], [0.97866, -0.36478, 3.09207], [2.15290, -0.16764, 3.81022], [2.65733, 1.12615, 3.94091], [1.96153, 2.21744, 3.39864], [0.77837, 2.01595, 2.67359], [-2.17132, 0.26995, 2.53011], [-2.08449, 0.14099, 3.92106], [-3.25498, 0.07379, 4.68130], [-4.50464, 0.10982, 4.05651], [-4.56835, 0.13314, 2.65423], [-3.40335, 0.20532, 1.88249], [-1.16116, 2.14088, 0.47499], [0.53828, -1.35981, 3.02989], [2.62657, -1.04655, 4.24297], [3.60280, 1.26731, 4.47203], [2.35235, 3.22543, 3.53164], [0.20482, 2.86167, 2.29040], [-1.11073, 0.10260, 4.41379], [-3.17128, 0.00089, 5.76582], [-5.42133, 0.08149, 4.66040], [-5.53286, 0.09825, 2.15274], [-3.45963, 0.22897, 0.79029]], "multiplicity": 1, "homo_energy_ev": [-6.75, -6.74]}


# 2
{"formula": "C25H21F6MnN3O9P2", "method": "the ωB97M-V functional and the def2-TZVPD basis", "symbols": ["Mn", "O", "C", "O", "C", "C", "C", "C", "C", "C", "C", "C", "C", "N", "H", "H", "H", "H", "H", "H", "N", "C", "C", "P", "O", "O", "O", "P", "O", "O", "O", "H", "H", "H", "H", "H", "H", "H", "H", "C", "C", "O", "C", "F", "F", "F", "C", "F", "F", "F", "H", "H", "H", "N", "C", "C", "C", "C", "C", "C", "C", "C", "C", "H", "H", "H", "H"], "xyz": [[-0.41954, 0.72504, 1.07150], [-1.43060, 4.31857, -0.90806], [-1.40043, 3.18801, -0.41634], [-0.40783, 2.55283, 0.02757], [-2.73643, 2.43291, -0.37225], [-3.91404, 3.06411, -0.84144], [-5.08837, 2.38159, -0.80045], [-5.10816, 1.05742, -0.29748], [-6.28486, 0.27632, -0.23700], [-6.24178, -1.00376, 0.24219], [-5.01818, -1.55380, 0.68045], [-3.86418, -0.82047, 0.63987], [-3.88694, 0.50494, 0.14999], [-2.71956, 1.21526, 0.10480], [-3.82478, 4.07287, -1.21746], [-6.01259, 2.83046, -1.14982], [-7.21904, 0.70849, -0.57996], [-7.14641, -1.59865, 0.28338], [-4.98735, -2.57031, 1.05230], [-2.91197, -1.22984, 0.95600], [1.84096, -2.37157, -0.08769], [1.71359, -2.31008, 1.38750], [2.43335, -3.47503, 2.07145], [2.44818, -0.71628, 1.93425], [3.79210, -0.73421, 0.97896], [2.84990, -0.78357, 3.36085], [1.62052, 0.44059, 1.42508], [-0.10909, -2.47312, 1.65048], [-0.31392, -2.23832, 3.21351], [-0.46388, -3.85287, 1.22132], [-0.79084, -1.33662, 0.88708], [2.82716, -2.46184, -0.32188], [1.21721, -1.07902, -0.89363], [1.36489, -3.22318, -0.37665], [3.51071, -3.41390, 1.88357], [2.04341, -4.41830, 1.68613], [2.28403, -3.43260, 3.14944], [3.67603, -0.08500, 0.27661], [-0.48512, -1.27789, 3.39330], [-1.36673, -1.22699, -2.13839], [0.03863, -0.76536, -2.52174], [0.79059, -0.35497, -1.43162], [-0.06688, 0.47898, -3.42918], [-0.48155, 1.53316, -2.73769], [-0.95207, 0.29684, -4.43892], [1.10782, 0.80133, -4.00431], [0.74510, -1.90366, -3.30928], [0.55575, -3.09552, -2.72151], [0.26596, -2.03288, -4.56619], [2.06884, -1.72760, -3.41441], [-1.91019, -0.37745, -1.72948], [-1.29089, -1.97818, -1.35475], [-1.89968, -1.62893, -3.00073], [2.11155, -0.38726, 10.52603], [1.64807, -0.19650, 9.48871], [1.07146, 0.04852, 8.19906], [1.73874, -0.34850, 7.03581], [1.18461, -0.11167, 5.79433], [-0.05998, 0.53092, 5.69398], [-0.72199, 0.92666, 6.86311], [-0.16459, 0.68954, 8.10343], [-0.61244, 0.76208, 4.39759], [-0.89731, 0.90863, 3.21536], [2.69797, -0.84403, 7.11514], [1.70150, -0.40841, 4.88592], [-1.68048, 1.42113, 6.77827], [-0.67634, 0.99498, 9.00756]], "multiplicity": 6, "homo_energy_ev": [-3.22, -3.56], "s2": 8.7541, "charge": -2}


# 3
{"formula": "C25H21N3O4PtS4Si", "method": "the ωB97M-V functional and the def2-TZVPD basis", "symbols": ["Pt", "O", "C", "S", "C", "C", "S", "S", "S", "O", "C", "C", "C", "C", "O", "N", "H", "H", "H", "H", "N", "C", "O", "C", "C", "C", "N", "C", "C", "H", "H", "H", "H", "H", "H", "C", "C", "C", "C", "C", "C", "Si", "C", "C", "C", "C", "C", "C", "H", "H", "H", "H", "H", "H", "H", "H", "H", "H", "H"], "xyz": [[-0.93615, 0.81574, 0.43252], [-7.41195, 3.71705, -1.71081], [-6.44723, 3.33878, -1.09145], [-6.41150, 3.11134, 0.64823], [-4.67124, 2.66084, 0.84512], [-3.98330, 2.55473, -0.33850], [-2.32003, 2.31591, -0.67652], [-4.90225, 2.91124, -1.81985], [-4.10249, 2.51200, 2.40161], [0.01102, 3.65674, 2.87761], [-0.56833, 2.64127, 3.21201], [-0.89490, 2.28323, 4.67846], [-1.49224, 0.88872, 4.59188], [-1.58945, 0.64939, 3.08792], [-2.08362, -0.34102, 2.56426], [-1.01295, 1.65714, 2.40852], [-1.59257, 3.02240, 5.07421], [0.02520, 2.33060, 5.26309], [-2.47369, 0.78842, 5.05370], [-0.83468, 0.12124, 5.00598], [4.41391, -3.32766, 2.43866], [4.29558, -1.91731, 2.50992], [5.28324, -1.26133, 2.88056], [3.02872, -1.37073, 2.15723], [1.85623, -2.14213, 1.89845], [0.71654, -1.54220, 1.46234], [0.61400, -0.20939, 1.24376], [1.69899, 0.55846, 1.54514], [2.86820, 0.03813, 1.99939], [5.38631, -3.60310, 2.45456], [3.89559, -3.75860, 1.68604], [1.85349, -3.20703, 2.07466], [-0.18417, -2.11330, 1.28101], [1.56866, 1.62949, 1.40957], [3.69931, 0.68311, 2.24515], [3.10099, -3.21288, -1.50820], [3.21004, -1.83320, -1.48842], [2.07000, -1.05181, -1.50441], [0.79871, -1.61318, -1.54171], [0.71688, -2.99963, -1.55684], [1.84704, -3.79679, -1.53806], [-0.78948, -0.52135, -1.46297], [-0.77283, 0.26872, -3.21744], [0.24358, 1.12718, -3.62289], [0.27618, 1.66131, -4.89872], [-0.72618, 1.35465, -5.80372], [-1.76691, 0.53120, -5.41063], [-1.78307, -0.00057, -4.13336], [3.98916, -3.83196, -1.49784], [4.18954, -1.37401, -1.45183], [2.17513, 0.02250, -1.47412], [-0.25704, -3.46669, -1.58393], [1.75127, -4.87689, -1.54415], [-1.82597, -1.59749, -1.67320], [1.02834, 1.38684, -2.92796], [1.08340, 2.31972, -5.19932], [-0.69624, 1.75239, -6.81145], [-2.56544, 0.30242, -6.10733], [-2.59935, -0.64268, -3.83595]], "multiplicity": 1, "homo_energy_ev": -0.19, "charge": -2}


# 4
{"formula": "C25H21NO5", "method": "the ωB97M-V functional and the def2-TZVPD basis", "symbols": ["O", "C", "C", "O", "C", "C", "C", "C", "C", "C", "C", "C", "C", "C", "C", "C", "C", "O", "O", "C", "C", "N", "C", "C", "O", "C", "C", "C", "C", "C", "C", "H", "H", "H", "H", "H", "H", "H", "H", "H", "H", "H", "H", "H", "H", "H", "H", "H", "H", "H", "H", "H"], "xyz": [[-4.55103, 2.64785, -0.41718], [-3.88687, 1.75022, -0.88446], [-3.20158, 1.87844, -2.25337], [-2.15508, 0.95760, -2.48162], [-1.01833, 1.05396, -1.74274], [0.02934, 0.20382, -2.12890], [1.21840, 0.21031, -1.44851], [1.41164, 1.04644, -0.34082], [2.63555, 1.12897, 0.41728], [3.78922, 0.27054, 0.09834], [3.67027, -1.11599, 0.09660], [4.76883, -1.91066, -0.17550], [5.99472, -1.33091, -0.45651], [6.12155, 0.04824, -0.45160], [5.02791, 0.84580, -0.16857], [2.71475, 2.02473, 1.43085], [1.60905, 2.87834, 1.80970], [1.61659, 3.67378, 2.71482], [0.45704, 2.75381, 1.07009], [0.36066, 1.89934, 0.03202], [-0.84529, 1.90631, -0.66575], [-3.69109, 0.55748, -0.29563], [-4.04105, 0.29951, 1.08134], [-3.93998, -1.20809, 1.38714], [-4.07764, -1.44546, 2.76758], [-2.58630, -1.70539, 0.93531], [-1.45123, -1.40759, 1.67744], [-0.20501, -1.81522, 1.23783], [-0.08140, -2.51474, 0.04920], [-1.20789, -2.80917, -0.69817], [-2.45625, -2.40718, -0.25698], [-3.94001, 1.67246, -3.03349], [-2.85772, 2.91297, -2.36824], [-0.12499, -0.44008, -2.97926], [2.02666, -0.42616, -1.77242], [2.71906, -1.56644, 0.33590], [4.66821, -2.98605, -0.16637], [6.85020, -1.95269, -0.67381], [7.07670, 0.50423, -0.66536], [5.12362, 1.92159, -0.16711], [3.60846, 2.12638, 2.02623], [-1.61028, 2.58951, -0.33432], [-3.07036, -0.10974, -0.73317], [-5.05443, 0.67414, 1.25664], [-3.35740, 0.83605, 1.75291], [-4.72645, -1.74080, 0.82695], [-4.90970, -1.06804, 3.07308], [-1.55592, -0.87393, 2.60883], [0.66950, -1.58606, 1.82946], [0.88762, -2.84336, -0.29589], [-1.11619, -3.35806, -1.62344], [-3.33612, -2.65103, -0.83634]], "multiplicity": 1, "homo_energy_ev": -8.54, "smiles": "O=C(COc1ccc2c(-c3ccccc3)cc(=O)oc2c1)NC[C@H](O)c1ccccc1"}


# 5
{"formula": "C25H22B2Cl3F2IrN2O4S3", "method": "the ωB97M-V functional and the def2-TZVPD basis", "symbols": ["Ir", "S", "C", "S", "S", "F", "B", "F", "C", "C", "C", "C", "C", "C", "C", "C", "O", "B", "O", "C", "C", "H", "H", "H", "H", "H", "H", "H", "H", "H", "H", "H", "H", "Cl", "C", "Cl", "H", "H", "O", "C", "N", "C", "O", "C", "C", "C", "C", "C", "C", "H", "H", "H", "H", "Cl", "C", "C", "C", "C", "N", "C", "H", "H", "H", "H"], "xyz": [[0.71212, -2.06376, 0.54583], [-3.00105, -3.83715, 2.87035], [-1.49918, -3.34788, 2.33248], [-1.20663, -3.29887, 0.63956], [-0.03333, -2.66975, 2.90493], [-2.72379, 0.25742, -2.69607], [-1.70720, 0.61551, -1.95042], [-1.78172, 1.66216, -1.14350], [-4.82501, 3.84219, 4.16399], [-4.15161, 3.80770, 2.81914], [-5.16399, 3.53632, 1.67195], [-3.41129, 5.17414, 2.52863], [-2.96266, 2.79891, 2.72630], [-1.83404, 3.16431, 3.48585], [-0.60491, 2.54111, 3.47608], [-0.59413, 1.32006, 2.80876], [0.40605, 0.42677, 2.76915], [-0.23112, -0.81957, 1.99175], [-1.64286, -0.51000, 1.86610], [-1.78791, 0.82924, 2.19721], [-2.93571, 1.63165, 1.99658], [-5.65989, 4.53204, 4.09301], [-4.13806, 4.24041, 4.90751], [-5.15875, 2.84620, 4.57789], [-5.97645, 4.28651, 1.71819], [-5.58416, 2.53082, 1.76209], [-4.65900, 3.67584, 0.74313], [-4.05659, 6.01769, 2.32290], [-2.66902, 5.04505, 1.73790], [-2.82274, 5.50565, 3.44207], [-1.90482, 3.93423, 4.26727], [0.25339, 2.77920, 4.07825], [-3.70132, 1.30025, 1.32525], [6.05998, -5.51101, -2.40184], [4.39618, -5.85715, -3.01656], [3.55676, -7.12252, -1.98746], [4.53948, -6.15239, -4.10233], [3.75712, -4.96714, -2.91796], [-0.63944, -0.20366, -1.65084], [0.19652, -1.13654, -2.20614], [0.89216, -1.95512, -1.44316], [1.70363, -2.79063, -2.30292], [2.46259, -3.68040, -1.92743], [1.50023, -2.23210, -3.65909], [2.08240, -2.44992, -4.91602], [2.00283, -1.52111, -5.94613], [1.21552, -0.36661, -5.76191], [0.59858, -0.17431, -4.55003], [0.64731, -1.13519, -3.55425], [2.68719, -3.35654, -5.04407], [2.40478, -1.70248, -6.96192], [1.16405, 0.38576, -6.53755], [0.17640, 0.75768, -4.28960], [4.70767, 1.88453, 0.31410], [4.39071, 0.22584, 0.32220], [5.26964, -0.69781, -0.16352], [4.82878, -2.05703, -0.18801], [3.59239, -2.39089, 0.38113], [2.61237, -1.42093, 0.56432], [3.02540, -0.10290, 0.63396], [6.12812, -0.48947, -0.68130], [5.35860, -2.76443, -0.79025], [3.34178, -3.40532, 0.69622], [2.39766, 0.63542, 1.10823]], "multiplicity": 6, "homo_energy_ev": [-2.53, -5.28], "s2": 8.8217, "charge": -1}


# 6
{"formula": "C25H22BN7OPdS", "method": "the ωB97M-V functional and the def2-TZVPD basis", "symbols": ["Pd", "B", "N", "C", "C", "C", "N", "N", "C", "C", "C", "N", "H", "H", "H", "H", "H", "H", "H", "H", "S", "C", "C", "C", "C", "C", "C", "N", "C", "C", "C", "C", "C", "C", "C", "H", "H", "H", "H", "H", "H", "H", "H", "N", "C", "O", "C", "C", "C", "N", "C", "C", "H", "H", "H", "H", "H", "H"], "xyz": [[-0.43783, 1.77252, 1.11097], [-2.93357, 1.09065, -1.16315], [-2.87863, 0.29316, 0.19846], [-3.70498, -0.72018, 0.66116], [-3.47061, -0.96014, 1.98146], [-2.43133, -0.05839, 2.34281], [-2.14003, 0.78186, 1.32523], [-2.46566, 2.53300, -0.91992], [-3.06482, 3.67706, -1.17495], [-2.21220, 4.82116, -0.91346], [-1.03198, 4.17528, -0.51661], [-1.16378, 2.83967, -0.54080], [-4.08609, 1.17861, -1.60082], [-2.20274, 0.58113, -1.99624], [-4.32924, -1.22607, -0.04905], [-3.90077, -1.66950, 2.71644], [-1.90076, -0.03227, 3.29501], [-4.11654, 3.65765, -1.42381], [-2.17329, 5.88300, -1.15081], [-0.04901, 4.66421, -0.31016], [4.05151, 1.38887, 1.25473], [3.64074, 1.53462, -0.47598], [4.47161, 1.24083, -1.55576], [3.99411, 1.23924, -2.88278], [2.59901, 1.45670, -3.03546], [1.73453, 1.60357, -1.95850], [2.25962, 1.74533, -0.65624], [1.59842, 1.89519, 0.55970], [2.40700, 1.75743, 1.62783], [1.81721, 1.63887, 2.97352], [2.53763, 1.36622, 4.13337], [1.82427, 1.05332, 5.32031], [0.44068, 1.27053, 5.33999], [-0.25383, 1.60766, 4.15787], [0.39324, 1.65837, 2.93296], [5.50572, 1.02299, -1.36743], [4.69370, 1.27196, -3.72212], [2.17489, 1.49658, -4.00889], [0.64537, 1.71809, -2.11908], [3.58374, 1.19961, 4.10328], [2.37138, 0.69013, 6.22898], [-0.10389, 1.08586, 6.27684], [-1.36577, 1.70979, 4.19001], [-0.93672, -5.90942, -0.10614], [-0.58076, -6.03262, -1.45601], [-0.61398, -7.08188, -2.08586], [-0.08982, -4.71560, -2.06132], [-0.64480, -3.52771, -1.64439], [-0.11096, -2.37500, -2.19495], [0.82393, -2.31967, -3.13263], [1.29350, -3.47747, -3.62309], [0.92422, -4.66400, -3.05779], [-0.90715, -6.78680, 0.45487], [-0.83761, -4.95788, 0.28256], [-1.48161, -3.49852, -0.87539], [-0.46304, -1.39987, -1.92388], [2.02176, -3.48020, -4.38962], [1.27602, -5.70755, -3.37529]], "multiplicity": 3, "homo_energy_ev": [-6.58, -8.53], "s2": 2.0056}